Entry 1:
{"formula": "C6H12Cl6", "method": "wB97M-V/def2-TZVPD", "elements": ["Cl", "C", "C", "Cl", "H", "H", "H", "H", "Cl", "C", "C", "Cl", "H", "H", "H", "H", "Cl", "C", "C", "Cl", "H", "H", "H", "H"], "positions_angstrom": [[9.778, -1.435, -0.968], [11.315, -0.566, -1.175], [12.159, -1.188, -2.273], [12.968, -2.682, -1.718], [11.867, -0.710, -0.250], [11.126, 0.483, -1.373], [12.931, -0.502, -2.611], [11.572, -1.457, -3.147], [11.753, -1.931, 2.318], [12.773, -0.598, 2.939], [11.947, 0.589, 3.368], [11.236, 1.423, 1.977], [13.446, -0.316, 2.132], [13.349, -0.995, 3.771], [12.597, 1.308, 3.862], [11.156, 0.278, 4.046], [13.073, 2.133, -2.683], [11.738, 3.070, -3.360], [11.212, 2.505, -4.650], [10.339, 0.980, -4.397], [12.074, 4.095, -3.513], [10.950, 3.129, -2.609], [12.034, 2.299, -5.335], [10.570, 3.242, -5.128]], "smiles": "ClCCCl.ClCCCl.ClCCCl", "gap_ha": 0.39814, "largest_force_ev_per_a": 0.96, "homo_energy_ev": -10.29, "de_lowest_kcal_mol": 2.8}



Entry 2:
{"formula": "C6H12ClN2OPS", "method": "wB97M-V/def2-TZVPD", "elements": ["C", "C", "C", "C", "C", "C", "N", "N", "O", "P", "S", "Cl", "H", "H", "H", "H", "H", "H", "H", "H", "H", "H", "H", "H"], "positions_angstrom": [[1.233, -0.717, 0.214], [0.044, 1.323, 0.505], [2.031, 1.560, 2.720], [-2.299, -1.875, -2.542], [2.337, 0.859, 1.426], [-1.717, -1.953, -1.045], [1.162, 0.403, 0.759], [-1.691, -0.706, -0.297], [-2.131, 1.921, -0.977], [-1.213, 0.755, -0.791], [1.348, -2.197, -0.277], [0.092, 0.626, -2.347], [-0.683, 1.479, 1.351], [0.441, 2.161, -0.028], [2.862, 2.030, 3.226], [1.351, 2.243, 2.412], [1.497, 0.853, 3.407], [-3.346, -1.716, -2.255], [-1.911, -0.977, -3.187], [-2.244, -2.793, -2.980], [2.673, 1.602, 0.748], [3.010, 0.023, 1.488], [-2.173, -2.664, -0.414], [-0.674, -2.239, -1.117]], "gap_ha": 0.24177, "largest_force_ev_per_a": 4.63, "homo_energy_ev": -7.96, "de_lowest_kcal_mol": 17.1}